{"formula": "C12H26Cl14FNO3S", "method": "ωB97M-V/def2-TZVPD", "species": ["C", "C", "N", "O", "S", "O", "O", "C", "C", "C", "F", "H", "H", "H", "H", "H", "H", "H", "H", "H", "H", "H", "H", "C", "Cl", "Cl", "H", "H", "C", "Cl", "Cl", "H", "H", "C", "Cl", "Cl", "H", "H", "C", "Cl", "Cl", "H", "H", "C", "Cl", "Cl", "H", "H", "C", "Cl", "Cl", "H", "H", "C", "Cl", "Cl", "H", "H"], "positions_angstrom": [[2.92247, -2.40114, -0.61203], [3.44126, -0.94762, -1.19096], [2.34707, -0.13007, -1.87383], [1.98115, 0.93632, -1.13560], [0.59031, 1.59852, -1.90129], [1.01540, 1.70901, -3.41738], [-0.71652, 0.49175, -1.91519], [-0.95720, -0.09089, -0.58471], [-1.32335, -1.69306, -0.58808], [-1.09079, -2.43665, -2.04331], [-0.99703, -3.91155, -1.74860], [1.85253, -2.71488, -0.97359], [3.66599, -3.23269, -1.02978], [2.95546, -2.36832, 0.58012], [4.23144, -1.20267, -2.04762], [4.02390, -0.29582, -0.38671], [1.54826, -0.80385, -1.97846], [-1.92237, 0.46356, -0.15407], [-0.10038, 0.09313, 0.19349], [-2.45155, -1.83442, -0.28230], [-0.68669, -2.19743, 0.27289], [-0.10814, -2.10794, -2.59707], [-2.00007, -2.29125, -2.76643], [-1.31123, 4.11773, -4.70228], [-1.89518, 4.46104, -3.06954], [-2.61684, 4.25325, -5.88640], [-0.52476, 4.83249, -4.95655], [-0.90974, 3.10185, -4.73030], [-2.27070, 0.56018, 3.18585], [-0.57115, 0.71391, 2.72475], [-3.24438, -0.03683, 1.83654], [-2.35104, -0.14095, 4.02013], [-2.64695, 1.54001, 3.48977], [-5.68352, -1.09832, -0.88785], [-4.68367, -2.55066, -1.01327], [-4.80949, 0.32715, -1.46161], [-6.58287, -1.23202, -1.49395], [-5.96233, -0.94750, 0.15787], [-1.76750, -3.30804, 4.07725], [-0.36654, -2.27749, 4.39347], [-2.02827, -3.51175, 2.34069], [-1.59725, -4.28842, 4.52883], [-2.65478, -2.84757, 4.51850], [3.25405, 0.05487, 3.78854], [2.09485, 0.32603, 5.09522], [2.56927, 0.51497, 2.22505], [4.14802, 0.65472, 3.97574], [3.51948, -1.00479, 3.76256], [1.64114, 1.47170, -6.88663], [1.08742, 0.98277, -8.49257], [1.87124, 3.22225, -6.79876], [0.89442, 1.17346, -6.14668], [2.59145, 0.97687, -6.67199], [2.43837, 2.94126, 7.43058], [1.73236, 4.53976, 7.69706], [4.20455, 3.01509, 7.44756], [2.10286, 2.26750, 8.22276], [2.10753, 2.56344, 6.46012]], "gap_ha": 0.333}



{"formula": "C12H26CuN2S3", "method": "ωB97M-V/def2-TZVPD", "species": ["Cu", "C", "C", "S", "C", "C", "S", "C", "C", "S", "H", "H", "H", "H", "H", "H", "H", "H", "H", "H", "H", "H", "C", "C", "N", "C", "C", "C", "C", "N", "H", "H", "H", "H", "H", "H", "H", "H", "H", "H", "H", "H", "H", "H"], "positions_angstrom": [[0.02049, -0.02135, 0.13138], [0.25517, 1.90613, -2.48576], [1.67048, 1.64489, -1.99471], [2.00109, 0.03721, -1.20282], [1.56747, -1.14045, -2.53448], [0.63574, -2.25833, -2.09465], [-0.92639, -1.77229, -1.29702], [-1.72622, -0.74542, -2.58208], [-2.22665, 0.60014, -2.07721], [-1.03354, 1.66945, -1.20892], [-0.00319, 1.27322, -3.33333], [0.19545, 2.94387, -2.81167], [1.94271, 2.36267, -1.22041], [2.37161, 1.75708, -2.82182], [2.49937, -1.58887, -2.87676], [1.14802, -0.56466, -3.35799], [1.11448, -2.87914, -1.33678], [0.39384, -2.89162, -2.94808], [-2.58198, -1.30842, -2.95251], [-1.01802, -0.63428, -3.40177], [-3.01810, 0.46066, -1.33995], [-2.63916, 1.17126, -2.90898], [1.54353, -0.99328, 4.78984], [0.43584, 0.05900, 4.84454], [-0.82232, -0.37106, 4.23709], [-1.88400, -0.82956, 5.13462], [-1.77082, -2.30543, 5.51445], [-0.94994, -0.40543, 2.89558], [-2.26783, -0.84518, 2.32436], [-0.00056, -0.04916, 2.07549], [2.44952, -0.59782, 5.24928], [1.77732, -1.28298, 3.76564], [1.25250, -1.89017, 5.33422], [0.76250, 0.98336, 4.36100], [0.22704, 0.31135, 5.88224], [-2.85093, -0.63700, 4.67666], [-1.83689, -0.21995, 6.03598], [-1.75074, -2.93939, 4.62805], [-2.62385, -2.59715, 6.12725], [-0.86432, -2.49162, 6.08928], [-3.06101, -0.15426, 2.61154], [-2.53386, -1.84308, 2.67126], [-2.19925, -0.86311, 1.24356], [0.84491, 0.25759, 2.53331]], "total_charge": 1, "gap_ha": 0.336}



{"formula": "C12H26FOP", "method": "ωB97M-V/def2-TZVPD", "species": ["C", "C", "C", "F", "P", "C", "C", "C", "C", "C", "C", "C", "C", "O", "C", "H", "H", "H", "H", "H", "H", "H", "H", "H", "H", "H", "H", "H", "H", "H", "H", "H", "H", "H", "H", "H", "H", "H", "H", "H", "H"], "positions_angstrom": [[2.16460, -2.51193, -0.36224], [2.39297, -1.44558, 0.76110], [3.31086, -0.23400, 0.38009], [4.64439, -0.57604, 0.68532], [3.24817, 0.36175, -1.39725], [2.23280, 1.96727, -1.43830], [0.66172, 1.73542, -1.44325], [-0.01062, 2.57882, -0.28793], [0.32599, 1.87300, 1.09502], [-0.94464, 1.49125, 1.92839], [-1.53371, 0.08676, 1.51680], [-2.80702, 0.21025, 0.61056], [-3.41862, -1.24194, 0.42067], [-3.95926, -1.42766, -0.89534], [-3.03325, -2.26181, -1.62473], [3.10993, -2.81444, -0.85539], [1.61909, -3.36513, 0.10588], [1.47775, -2.13089, -1.15906], [2.91795, -1.97921, 1.59538], [1.41109, -1.14044, 1.19281], [3.04635, 0.59463, 1.08181], [2.49442, -0.51362, -2.22875], [2.57721, 2.69983, -0.68015], [2.47831, 2.40922, -2.43674], [0.24701, 2.10041, -2.41698], [0.42342, 0.64680, -1.36083], [0.50577, 3.56337, -0.29672], [-1.11259, 2.64316, -0.39309], [0.84929, 0.92497, 0.83892], [1.06082, 2.46844, 1.69147], [-1.73576, 2.27580, 1.92567], [-0.61095, 1.37987, 2.99218], [-0.79427, -0.55888, 0.99215], [-1.85000, -0.48022, 2.42949], [-2.56455, 0.61409, -0.39823], [-3.60984, 0.83830, 1.05315], [-4.19078, -1.42453, 1.20311], [-2.57591, -1.95204, 0.60895], [-2.89310, -3.22961, -1.09318], [-3.46487, -2.50247, -2.61970], [-2.09017, -1.67292, -1.72105]], "smiles": "CC[C@@H](F)PCCCCCCCCOC", "gap_ha": 0.340}



| no. | highest occupied orbital energy (eV) | total energy (eV) |
| --- | --- | --- |
| 1 | -8.9 | -209358.8389 |
| 2 | -11.1 | -92988.0500 |
| 3 | -8.4 | -26917.1662 |